Record 1
{
  "formula": "C16H18CuOPS3",
  "method": "wB97M-V/def2-TZVPD",
  "charge": 0,
  "multiplicity": 1,
  "lumo_ev": 0.344,
  "e_above_lowest_kj_mol": 22.6,
  "species": ["Cu", "S", "P", "S", "C", "C", "C", "C", "C", "C", "C", "C", "C", "C", "C", "C", "H", "H", "H", "H", "H", "H", "H", "H", "H", "H", "O", "S", "C", "C", "C", "C", "H", "H", "H", "H", "H", "H", "H", "H"],
  "positions_angstrom": [[-11.21, 1.86, 9.58], [-10.60, 3.25, 11.36], [-11.44, 1.66, 12.28], [-11.14, -0.06, 11.30], [-13.24, 2.00, 12.60], [-13.65, 3.20, 13.14], [-14.96, 3.39, 13.41], [-15.90, 2.37, 13.18], [-15.53, 1.18, 12.66], [-14.18, 1.01, 12.33], [-10.70, 1.62, 13.94], [-11.41, 1.30, 15.02], [-10.81, 1.17, 16.30], [-9.49, 1.41, 16.40], [-8.73, 1.75, 15.31], [-9.31, 1.83, 14.04], [-12.92, 3.94, 13.41], [-15.30, 4.36, 13.83], [-16.93, 2.46, 13.56], [-16.23, 0.39, 12.52], [-13.86, 0.11, 11.89], [-12.41, 0.99, 14.90], [-11.40, 0.87, 17.13], [-8.92, 1.35, 17.33], [-7.66, 1.89, 15.29], [-8.73, 2.10, 13.16], [-12.28, 1.16, 7.99], [-12.29, -0.35, 7.99], [-12.66, -0.65, 6.26], [-11.35, -1.12, 5.63], [-10.58, -1.93, 6.75], [-10.59, -1.00, 7.93], [-13.02, 0.32, 5.87], [-13.44, -1.41, 6.30], [-10.77, -0.25, 5.35], [-11.47, -1.74, 4.74], [-9.57, -2.25, 6.52], [-11.17, -2.80, 7.00], [-10.03, -0.09, 7.81], [-10.33, -1.48, 8.85]]
}


Record 2
{
  "formula": "C16H18FN5O3",
  "method": "wB97M-V/def2-TZVPD",
  "charge": 0,
  "smiles": "COC(=O)C1CCN(C(=O)Cn2nnc(-c3cccc(F)c3)n2)CC1",
  "multiplicity": 1,
  "lumo_ev": 0.507,
  "e_above_lowest_kj_mol": 208.7,
  "species": ["C", "O", "C", "O", "C", "C", "C", "N", "C", "O", "C", "N", "N", "N", "C", "C", "C", "C", "C", "C", "F", "C", "N", "C", "C", "H", "H", "H", "H", "H", "H", "H", "H", "H", "H", "H", "H", "H", "H", "H", "H", "H", "H"],
  "positions_angstrom": [[8.10, 0.78, 0.39], [6.83, 1.29, 0.02], [5.84, 0.39, -0.10], [6.00, -0.79, 0.08], [4.54, 1.09, -0.44], [3.72, 0.31, -1.48], [3.15, -0.98, -0.90], [2.36, -0.68, 0.28], [1.02, -0.70, 0.39], [0.43, -0.32, 1.37], [0.25, -1.28, -0.82], [-1.15, -1.24, -0.53], [-1.82, -2.26, -0.06], [-3.02, -1.87, 0.13], [-3.07, -0.57, -0.24], [-4.27, 0.25, -0.18], [-4.22, 1.59, -0.54], [-5.36, 2.36, -0.49], [-6.56, 1.81, -0.07], [-6.59, 0.48, 0.29], [-7.76, -0.06, 0.69], [-5.47, -0.32, 0.24], [-1.88, -0.16, -0.67], [3.15, -0.08, 1.33], [3.71, 1.26, 0.85], [8.77, 1.64, 0.44], [8.45, 0.06, -0.35], [8.05, 0.28, 1.36], [4.80, 2.07, -0.83], [4.35, 0.07, -2.34], [2.90, 0.95, -1.82], [2.56, -1.50, -1.65], [3.98, -1.63, -0.59], [0.43, -0.67, -1.71], [0.52, -2.32, -0.98], [-3.28, 2.01, -0.86], [-5.32, 3.41, -0.77], [-7.46, 2.40, -0.02], [-5.51, -1.36, 0.52], [2.50, 0.07, 2.20], [3.97, -0.76, 1.59], [4.32, 1.72, 1.63], [2.87, 1.94, 0.64]]
}


Record 3
{
  "formula": "C16H18N2S2Se2Te2Ti",
  "method": "wB97M-V/def2-TZVPD",
  "charge": -2,
  "multiplicity": 1,
  "lumo_ev": 4.324,
  "e_above_lowest_kj_mol": 173.2,
  "species": ["Ti", "C", "N", "C", "C", "N", "C", "C", "C", "C", "C", "C", "C", "S", "C", "C", "C", "C", "C", "C", "S", "H", "H", "H", "H", "H", "H", "H", "H", "H", "H", "H", "H", "H", "H", "H", "H", "H", "H", "Se", "Te", "Te", "Se"],
  "positions_angstrom": [[0.34, -1.63, -0.01], [0.35, 0.93, 2.75], [0.63, 0.64, 1.35], [-0.04, 1.59, 0.49], [0.07, 1.21, -0.98], [-0.68, 0.01, -1.35], [-0.42, -0.22, -2.77], [-2.10, 0.13, -1.05], [-2.97, 0.77, -1.93], [-4.32, 0.89, -1.65], [-4.83, 0.37, -0.47], [-3.99, -0.28, 0.40], [-2.62, -0.42, 0.14], [-1.69, -1.28, 1.31], [2.05, 0.46, 1.15], [2.90, 1.46, 0.72], [4.26, 1.23, 0.57], [4.78, -0.01, 0.89], [3.96, -1.02, 1.36], [2.59, -0.80, 1.48], [1.54, -2.06, 2.04], [0.68, 1.94, 3.03], [0.85, 0.20, 3.38], [-0.73, 0.85, 2.92], [0.35, 2.62, 0.63], [-1.10, 1.62, 0.79], [1.13, 1.05, -1.24], [-0.28, 2.08, -1.58], [-1.11, -0.96, -3.18], [0.60, -0.59, -2.90], [-0.51, 0.70, -3.37], [-2.60, 1.19, -2.85], [-4.97, 1.39, -2.36], [-5.89, 0.45, -0.24], [-4.36, -0.71, 1.32], [2.50, 2.44, 0.48], [4.89, 2.02, 0.19], [5.84, -0.20, 0.77], [4.35, -2.00, 1.58], [-1.21, -3.07, -1.40], [-0.44, -6.84, 0.64], [0.02, -4.16, 0.39], [2.21, -1.99, -1.47]]
}


Record 4
{
  "formula": "C16H18N4NiSSe",
  "method": "wB97M-V/def2-TZVPD",
  "charge": 0,
  "multiplicity": 3,
  "lumo_ev": [-0.472, -0.710],
  "e_above_lowest_kj_mol": 49.7,
  "species": ["Ni", "C", "C", "N", "C", "S", "N", "N", "C", "C", "C", "C", "C", "C", "C", "N", "H", "H", "H", "H", "H", "H", "H", "H", "H", "H", "H", "H", "H", "Se", "C", "C", "C", "C", "C", "C", "H", "H", "H", "H", "H"],
  "positions_angstrom": [[0.08, -0.96, -1.68], [3.57, -0.68, 3.15], [3.65, -1.86, 2.19], [3.53, -1.44, 0.81], [2.34, -1.20, 0.23], [2.36, -0.86, -1.47], [1.26, -1.28, 0.98], [0.11, -1.26, 0.32], [-1.03, -1.46, 0.91], [-1.19, -1.55, 2.40], [-2.15, -1.66, 0.00], [-3.49, -1.68, 0.40], [-4.47, -1.99, -0.52], [-4.10, -2.28, -1.83], [-2.76, -2.20, -2.17], [-1.81, -1.90, -1.30], [3.53, -1.03, 4.18], [2.67, -0.11, 2.95], [4.43, -0.02, 3.04], [2.82, -2.54, 2.40], [4.59, -2.40, 2.31], [4.34, -1.41, 0.22], [-0.20, -1.61, 2.85], [-1.78, -2.42, 2.67], [-1.69, -0.65, 2.77], [-3.75, -1.43, 1.41], [-5.51, -2.01, -0.23], [-4.84, -2.56, -2.57], [-2.44, -2.39, -3.18], [-0.89, 0.82, -2.64], [-0.21, 2.52, -2.11], [0.21, 3.43, -3.08], [0.62, 4.70, -2.71], [0.60, 5.07, -1.38], [0.18, 4.17, -0.41], [-0.22, 2.90, -0.78], [0.22, 3.12, -4.12], [0.93, 5.38, -3.48], [0.91, 6.07, -1.10], [0.15, 4.46, 0.63], [-0.55, 2.19, -0.03]]
}


Record 5
{
  "formula": "C16H18N4O3S2",
  "method": "wB97M-V/def2-TZVPD",
  "charge": 0,
  "smiles": "Cc1occc1-c1nnc(SCC(=O)Nc2nc(C(C)(C)C)cs2)o1",
  "multiplicity": 1,
  "lumo_ev": 0.384,
  "e_above_lowest_kj_mol": 10.6,
  "species": ["C", "C", "O", "C", "C", "C", "C", "N", "N", "C", "S", "C", "C", "O", "N", "C", "N", "C", "C", "C", "C", "C", "C", "S", "O", "H", "H", "H", "H", "H", "H", "H", "H", "H", "H", "H", "H", "H", "H", "H", "H", "H", "H"],
  "positions_angstrom": [[2.67, -1.79, -1.88], [3.03, -1.54, -0.47], [4.30, -1.27, -0.14], [4.36, -1.08, 1.19], [3.13, -1.22, 1.75], [2.25, -1.52, 0.67], [0.84, -1.72, 0.75], [0.02, -2.06, -0.21], [-1.22, -2.05, 0.30], [-1.11, -1.69, 1.54], [-2.38, -1.49, 2.71], [-2.21, 0.31, 3.05], [-0.86, 0.66, 3.63], [-0.58, 0.54, 4.80], [0.08, 1.17, 2.76], [0.07, 1.30, 1.40], [-0.91, 1.07, 0.61], [-0.59, 1.25, -0.70], [-1.62, 1.02, -1.78], [-2.93, 0.53, -1.15], [-1.87, 2.34, -2.52], [-1.11, -0.05, -2.75], [0.69, 1.64, -0.91], [1.55, 1.80, 0.58], [0.18, -1.49, 1.90], [1.59, -1.87, -1.96], [3.12, -2.72, -2.23], [3.04, -0.99, -2.52], [5.32, -0.85, 1.61], [2.86, -1.13, 2.78], [-2.97, 0.50, 3.80], [-2.41, 0.84, 2.12], [0.96, 1.40, 3.21], [-2.77, -0.41, -0.63], [-3.31, 1.26, -0.44], [-3.68, 0.38, -1.92], [-2.21, 3.11, -1.83], [-0.95, 2.69, -3.00], [-2.62, 2.20, -3.29], [-0.19, 0.28, -3.23], [-1.85, -0.23, -3.52], [-0.91, -0.98, -2.22], [1.19, 1.85, -1.83]]
}


Record 6
{
  "formula": "C16H18N6O4",
  "method": "wB97M-V/def2-TZVPD",
  "charge": 0,
  "smiles": "Cc1nc(CN(C)C(=O)c2coc([C@H](C)NC(=O)[C@@H]3C[C@H]3C#N)n2)no1",
  "multiplicity": 1,
  "lumo_ev": 0.502,
  "e_above_lowest_kj_mol": 2.9,
  "species": ["C", "C", "N", "C", "C", "N", "C", "C", "O", "C", "C", "O", "C", "C", "C", "N", "C", "O", "C", "C", "C", "C", "N", "N", "N", "O", "H", "H", "H", "H", "H", "H", "H", "H", "H", "H", "H", "H", "H", "H", "H", "H", "H", "H"],
  "positions_angstrom": [[-4.74, 2.32, -2.67], [-4.07, 2.68, -1.40], [-2.83, 2.52, -1.07], [-2.80, 3.03, 0.21], [-1.55, 3.06, 1.03], [-0.46, 3.72, 0.32], [-0.58, 5.17, 0.24], [0.33, 3.11, -0.61], [0.97, 3.75, -1.42], [0.45, 1.63, -0.64], [1.00, 0.97, -1.68], [0.99, -0.36, -1.40], [0.42, -0.44, -0.17], [0.29, -1.81, 0.43], [-0.56, -1.76, 1.70], [1.60, -2.37, 0.68], [2.03, -3.52, 0.08], [1.34, -4.17, -0.68], [3.39, -3.97, 0.50], [4.02, -5.08, -0.28], [3.43, -5.38, 1.07], [4.30, -5.63, 2.19], [5.01, -5.81, 3.08], [0.09, 0.69, 0.33], [-3.94, 3.48, 0.63], [-4.80, 3.24, -0.44], [-4.02, 1.88, -3.35], [-5.55, 1.61, -2.49], [-5.17, 3.21, -3.13], [-1.75, 3.60, 1.95], [-1.26, 2.04, 1.29], [0.35, 5.58, -0.15], [-1.40, 5.47, -0.41], [-0.76, 5.57, 1.24], [1.42, 1.29, -2.62], [-0.17, -2.46, -0.31], [-1.55, -1.36, 1.48], [-0.66, -2.77, 2.10], [-0.10, -1.13, 2.45], [2.21, -1.90, 1.33], [4.04, -3.25, 0.97], [3.46, -5.44, -1.13], [5.10, -5.08, -0.36], [2.49, -5.91, 1.08]]
}


Record 7
{
  "formula": "C16H18O9",
  "method": "wB97M-V/def2-TZVPD",
  "charge": 0,
  "smiles": "O=C(/C=C/c1ccc(O)c(O)c1)O[C@@H]1C[C@](O)(C(=O)O)C[C@@H](O)[C@H]1O",
  "multiplicity": 1,
  "lumo_ev": 0.192,
  "species": ["O", "C", "C", "C", "C", "C", "C", "C", "O", "C", "O", "C", "O", "C", "C", "C", "O", "C", "O", "O", "C", "C", "O", "C", "O", "H", "H", "H", "H", "H", "H", "H", "H", "H", "H", "H", "H", "H", "H", "H", "H", "H", "H"],
  "positions_angstrom": [[-0.17, -0.40, -2.57], [-0.04, -0.61, -1.39], [0.70, -1.75, -0.84], [1.14, -1.81, 0.42], [1.96, -2.86, 1.00], [2.62, -2.61, 2.20], [3.44, -3.56, 2.77], [3.60, -4.80, 2.16], [4.39, -5.79, 2.67], [2.93, -5.07, 0.96], [3.07, -6.28, 0.36], [2.12, -4.11, 0.39], [-0.50, 0.22, -0.43], [-1.18, 1.39, -0.86], [-0.90, 2.50, 0.14], [-1.59, 3.80, -0.31], [-1.03, 4.24, -1.52], [-1.33, 4.87, 0.75], [-0.72, 5.88, 0.51], [-1.84, 4.57, 1.94], [-3.11, 3.58, -0.47], [-3.40, 2.43, -1.43], [-3.05, 2.74, -2.76], [-2.70, 1.13, -0.96], [-3.01, 0.06, -1.80], [0.93, -2.52, -1.57], [0.91, -0.98, 1.08], [2.50, -1.65, 2.69], [3.96, -3.36, 3.70], [4.80, -5.50, 3.49], [3.66, -6.82, 0.90], [1.61, -4.35, -0.52], [-0.80, 1.66, -1.86], [-1.28, 2.20, 1.12], [0.18, 2.66, 0.21], [-0.60, 5.10, -1.36], [-1.65, 5.28, 2.58], [-3.54, 3.36, 0.51], [-3.55, 4.50, -0.86], [-4.48, 2.24, -1.46], [-2.21, 3.23, -2.74], [-3.08, 0.85, 0.03], [-2.76, 0.30, -2.70]]
}


Record 8
{
  "formula": "C16H19AgClN3O13P2S",
  "method": "wB97M-V/def2-TZVPD",
  "charge": -2,
  "multiplicity": 1,
  "lumo_ev": 3.814,
  "e_above_lowest_kj_mol": 20.3,
  "species": ["Ag", "O", "Cl", "O", "O", "O", "C", "C", "O", "P", "O", "O", "O", "P", "O", "O", "O", "H", "H", "H", "H", "H", "H", "H", "S", "C", "C", "C", "N", "C", "C", "C", "C", "C", "N", "C", "C", "H", "H", "H", "H", "H", "H", "H", "H", "O", "C", "C", "C", "C", "O", "N", "H", "H", "H", "H"],
  "positions_angstrom": [[0.37, -2.25, 0.51], [2.74, -3.33, -4.92], [3.50, -2.38, -4.07], [2.70, -2.08, -2.90], [4.76, -3.00, -3.71], [3.71, -1.12, -4.73], [-3.04, 1.70, 3.56], [-1.53, 1.57, 3.39], [-0.85, 2.16, 4.45], [-0.99, 2.36, 1.85], [0.62, 2.13, 1.79], [-1.21, 3.93, 2.06], [-1.58, 1.99, 0.53], [-0.99, -0.27, 3.34], [0.32, -0.30, 2.40], [-0.55, -0.63, 4.70], [-2.06, -0.95, 2.59], [-3.37, 2.73, 3.61], [-3.34, 1.33, 4.53], [-3.59, 1.15, 2.78], [-0.48, 1.37, 4.90], [0.77, 1.16, 1.77], [-2.03, 4.21, 1.65], [1.07, -0.90, 2.77], [-2.72, 1.61, -3.95], [-2.01, 0.33, -2.95], [-0.96, -0.44, -3.41], [-0.32, -1.28, -2.46], [-0.76, -1.43, -1.15], [-1.83, -0.67, -0.78], [-2.44, 0.25, -1.65], [-1.62, 2.95, -3.52], [-0.86, 3.04, -2.38], [-0.45, 4.31, -1.98], [-0.52, 5.39, -2.73], [-1.08, 5.24, -3.91], [-1.72, 4.07, -4.32], [-0.50, -0.33, -4.37], [0.50, -1.89, -2.86], [-2.17, -0.62, 0.22], [-3.23, 0.94, -1.20], [-0.90, 2.19, -1.63], [0.02, 4.37, -1.06], [-1.06, 6.11, -4.58], [-2.20, 4.08, -5.33], [2.53, -2.03, 2.94], [2.63, -3.12, 2.40], [3.54, -4.17, 2.82], [3.22, -5.31, 1.86], [1.94, -4.89, 1.11], [1.18, -5.62, 0.50], [1.77, -3.55, 1.41], [3.42, -4.51, 3.89], [4.59, -3.77, 2.71], [2.99, -6.30, 2.33], [4.06, -5.54, 1.21]]
}


no.,total energy (hartree)
1,-3872.16895
2,-1219.87925
3,-7714.85736
4,-5147.46850
5,-1861.61906
6,-1249.98233
7,-1297.70537
8,-3451.65956